# 1
Entry from OMol25: a gas-phase ion, C9H15NO4P (charge +1) at a distorted geometry (ωB97M-V with the def2-TZVPD basis set).

The charge is +1. The total energy is -28533.491 eV. The HOMO energy (spin up / spin down) is -12.32 / -13.69 eV. As for the energy above the lowest of the compared OMol25 structures with the same formula, charge and spin: 170.52 kcal per mole. Its structure (SMILES) is CC(CCC=[N+]=O)=P(O)(CC=O)CC=O.

Atoms and positions in Å:
P  0.78  0.18  -0.36
O  3.51  0.99  -0.17
O  2.59  -1.30  1.39
O  -1.02  2.68  1.10
O  0.51  1.50  -1.07
N  -1.71  1.83  0.55
C  -2.88  1.43  0.42
C  2.25  -0.25  1.91
C  -0.58  -0.89  -0.32
C  -3.11  0.06  -0.33
C  -0.70  -2.11  0.47
C  3.45  0.18  -1.07
C  -1.75  -0.41  -1.05
C  1.06  0.58  1.47
C  2.15  -0.49  -1.41
H  2.39  -1.58  -1.47
H  0.05  -2.45  1.13
H  1.77  -0.15  -2.43
H  -2.12  -1.09  -1.84
H  -1.64  -2.10  1.03
H  -3.50  -0.65  0.41
H  1.29  1.65  1.38
H  -0.94  -2.91  -0.37
H  -3.65  2.00  0.96
H  -0.12  2.02  -0.63
H  4.37  0.09  -1.68
H  0.07  0.52  2.03
H  2.77  0.18  2.70
H  -1.38  0.41  -1.70
H  -3.91  0.07  -1.06

=====

# 2
Entry from OMol25: 2 unconnected molecules or ions with the total composition C9H15NOP at a distorted geometry (ωB97M-V with the def2-TZVPD basis set).

The charge is +1. The total energy is -22391.406 eV. The HOMO energy (spin up / spin down) is -12.68 / -11.41 eV. As for the energy above the lowest of the compared OMol25 structures with the same formula, charge and spin: 91.34 kcal per mole.

Atoms and positions in Å:
P  -1.58  -0.21  1.59
O  -0.56  1.46  -0.27
N  1.62  0.61  1.58
C  -1.69  -2.09  -0.55
C  -1.42  -0.77  -0.10
C  -1.23  2.58  -0.85
C  1.27  -0.56  2.43
C  -1.46  -2.33  -1.92
C  3.11  0.70  1.39
C  -0.97  0.24  -0.99
C  -0.84  -0.06  -2.33
C  -1.20  -1.35  -2.85
H  -2.29  2.13  -1.13
H  -1.56  -3.39  -2.29
H  -0.72  2.89  -1.74
H  1.52  -0.29  3.51
H  -0.41  0.70  -2.95
H  -1.24  3.36  -0.05
H  0.93  0.58  0.82
H  1.59  -1.58  2.15
H  3.50  0.21  2.28
H  -0.96  -1.47  -3.83
H  3.30  -0.03  0.59
H  1.39  1.45  2.17
H  3.59  1.61  1.18
H  -1.67  -1.53  2.13
H  -2.01  -2.85  0.04

=====

# 3
Entry from OMol25: a molecular structure, C9H16Ag3BBr8F4O3 at a distorted geometry (ωB97M-V with the def2-TZVPD basis set).

The charge is 0. The total energy is -599623.847 eV. The HOMO energy is -7.07 eV. As for the energy above the lowest of the compared OMol25 structures with the same formula, charge and spin: 21.76 kcal per mole.

Atoms and positions in Å:
Ag  0.32  -3.30  1.78
Ag  1.14  0.62  3.39
Ag  -2.23  -1.77  -0.59
Br  -4.73  1.06  2.68
Br  2.26  -2.83  -4.79
Br  -2.92  1.02  -1.61
Br  -0.77  3.42  2.72
Br  -1.17  -1.62  -3.48
Br  4.05  0.55  2.70
Br  0.08  4.45  -2.28
Br  4.69  -0.64  -1.70
F  1.19  -1.10  1.84
F  0.78  -1.00  -0.39
F  -0.93  -0.69  1.12
F  0.70  0.93  0.87
O  -1.96  -3.60  2.75
O  -1.61  -3.71  0.56
O  -3.30  -2.45  1.34
C  -2.01  2.54  -2.41
C  -2.40  -3.34  1.57
C  -3.15  1.99  2.02
C  -2.61  2.81  3.16
C  3.99  0.55  0.74
C  0.12  -2.93  -2.83
C  4.91  -0.52  0.20
C  -0.87  2.93  -1.51
C  1.53  -2.44  -3.02
B  0.38  -0.43  0.80
H  4.77  -1.49  0.69
H  -2.43  2.17  4.02
H  5.94  -0.29  0.48
H  -1.22  3.28  -0.54
H  2.21  -2.99  -2.37
H  -1.66  2.25  -3.39
H  -0.13  2.15  -1.35
H  1.62  -1.37  -2.88
H  -3.44  2.56  1.14
H  -0.07  -3.87  -3.33
H  2.96  0.39  0.47
H  -3.14  3.70  3.46
H  4.33  1.53  0.43
H  -2.44  1.22  1.74
H  -2.72  3.36  -2.43
H  -0.05  -3.08  -1.77

=====

# 4
Entry from OMol25: 2 unconnected molecules or ions with the total composition C9H16BBrO2 at a distorted geometry (ωB97M-V with the def2-TZVPD basis set).

The charge is 0. The total energy is -84403.189 eV. The HOMO energy (spin up / spin down) is -7.78 / -7.73 eV. As for the energy above the lowest of the compared OMol25 structures with the same formula, charge and spin: 87.67 kcal per mole.

Atoms and positions in Å:
Br  5.25  0.52  -0.35
O  0.38  0.51  -1.00
O  -0.04  -0.23  1.01
C  3.44  -1.23  1.00
C  -1.22  0.25  0.55
C  -2.31  -0.87  0.89
C  4.10  -2.33  0.54
C  -1.56  1.45  1.41
C  3.81  0.10  0.76
C  -1.03  0.48  -1.00
C  -1.53  -0.58  -1.97
C  -1.71  1.82  -1.45
B  0.90  0.11  0.10
H  3.73  -3.29  0.59
H  3.49  0.84  1.44
H  -1.39  -0.16  -2.89
H  -1.40  2.66  -0.82
H  -2.52  -0.84  -1.90
H  2.50  -1.18  1.53
H  -0.97  -1.52  -1.93
H  -3.35  -0.42  0.74
H  -2.57  1.86  1.44
H  -2.83  1.66  -1.57
H  -2.09  -1.29  1.83
H  4.85  -2.09  -0.17
H  -1.49  2.09  -2.57
H  -0.84  2.36  1.21
H  -2.27  -1.78  0.15
H  -1.37  1.08  2.43